Entry 1:
Below is a structure of composition C8H13F6N3O9S2Te4V in a non-equilibrium geometry, with properties calculated with wB97M-V/def2-TZVPD.

For the total energy, the calculation gives -4565.8460 Eh. For the strongest force on any atom, the calculation gives 2.269 eV/A. As for the energy relative to the best compared isomer or geometry (same formula, charge and spin): 67.37 kcal/mol. Its charge is -2. Its HOMO-LUMO gap (alpha / beta) is 5.2 / 4.8 eV. As for the spin multiplicity: 4.

Each line ends with the Löwdin charge.
Positions of all 46 atoms, in Å:
V 1.0508 1.2756 0.0577  0.44
Te 3.5611 1.5584 2.1925  0.10
Te 5.0195 1.7171 4.2755  -0.12
Te 1.4755 2.7649 5.5664  -0.30
Te 0.9964 2.3681 2.9960  0.07
F 2.3720 -2.5229 -2.1273  0.13
C 3.2862 -1.5739 -2.1674  -0.73
F 3.9508 -1.6908 -3.3329  0.09
F 4.1718 -1.7727 -1.1824  0.11
S 2.6023 0.1828 -2.0243  0.91
O 1.6312 2.5503 -0.6351  -0.45
O 3.5033 0.9526 -2.8760  -0.44
N 1.2516 -0.1980 -2.9141  -0.37
S -0.1861 0.0592 -2.4732  0.57
O -0.4209 -0.0154 -1.0198  -0.36
O -0.8893 1.1301 -3.1332  -0.28
C -1.0497 -1.4370 -3.0995  -0.67
F -2.3663 -1.3319 -2.8185  0.10
F -0.9288 -1.5323 -4.4269  0.13
F -0.5991 -2.5514 -2.5463  0.15
C 1.1801 -1.3668 3.4790  -0.04
C 0.2326 -1.6083 2.3099  -0.53
C -0.6285 -2.8331 2.5780  -0.04
O -0.6080 -0.4690 2.0814  -0.11
C 1.0486 -1.7523 1.0069  -0.58
O 1.1339 -2.8637 0.4975  0.05
O 1.5983 -0.6786 0.5648  -0.23
H 0.6144 -1.1620 4.3939  0.09
H 1.8330 -0.5216 3.2902  -0.02
H 1.7956 -2.2530 3.6468  0.10
H -1.2330 -2.6617 3.4740  0.08
H -0.0052 -3.7138 2.7278  0.08
H -1.2846 -3.0264 1.7295  0.08
H -0.8472 -0.0676 2.9248  0.06
C -3.2639 3.0296 -2.6532  -0.09
O -2.2720 3.4206 -1.7181  -0.02
C -1.9965 2.6468 -0.6426  -0.57
O -1.0769 2.9551 0.0682  0.06
N -2.8474 1.5830 -0.4562  -0.01
N -2.6613 0.8528 0.7215  0.05
H -3.3518 3.8576 -3.3528  0.09
H -4.2293 2.8639 -2.1689  0.09
H -2.9447 2.1394 -3.1991  0.07
H -3.0789 1.0703 -1.2961  0.12
H -1.9861 0.1022 0.6278  0.05
H -3.5538 0.5238 1.0537  0.08

Atoms 1-6, force components in eV/Å:
-1.220 -1.651 0.967
-0.059 0.136 -0.416
0.240 0.025 0.428
-0.179 -0.077 0.140
0.383 0.518 0.116
-0.049 -0.057 0.067

=====

Entry 2:
Below is a structure of composition H2N3O2S in a non-equilibrium geometry, with properties calculated with wB97M-V/def2-TZVPD.

For the total energy, the calculation gives -713.9588 Eh. For the strongest force on any atom, the calculation gives 6.224 eV/A. As for the energy relative to the best compared isomer or geometry (same formula, charge and spin): 80.59 kcal/mol. Its charge is -1. Its HOMO-LUMO gap (alpha / beta) is 7.2 / 7.2 eV.

Each line ends with the Löwdin charge.
Positions of all 8 atoms, in Å:
N -1.4807 -0.0002 -0.0528  0.04
N 0.1943 0.6252 0.2327  -0.30
N 1.0553 -0.3452 0.2377  -0.85
O 0.3490 1.8132 0.1167  -0.08
O 2.2280 0.0333 0.2282  -0.18
S 0.6433 -1.8926 0.2427  0.48
H -1.1536 -0.9428 -0.2484  -0.15
H -1.8356 0.7091 -0.7568  0.04

Atoms 1-6, force components in eV/Å:
2.358 2.993 1.249
-5.312 -3.225 -0.335
-0.117 3.687 -0.454
0.887 1.884 -0.237
2.509 0.557 0.184
-0.957 -3.980 0.163

=====

Entry 3:
Below is an isolated molecule of C5H6O, with properties calculated with wB97M-V/def2-TZVPD.

For the total energy, the calculation gives -269.1373 Eh. For the strongest force on any atom, the calculation gives 0.955 eV/A. As for the energy relative to the best compared isomer or geometry (same formula, charge and spin): 131.09 kcal/mol. Its HOMO-LUMO gap is 7.3 eV.

Each line ends with the Löwdin charge.
Positions of all 12 atoms, in Å:
C -2.4781 0.1317 0.0460  -0.19
C -1.2808 -0.7460 -0.1865  -0.06
C -0.0501 -0.1386 0.0675  -0.16
C 1.2530 -0.3472 -0.2695  -0.26
C 2.6357 -0.1042 0.0447  0.01
O 2.0854 -0.5562 -1.2626  0.11
H -3.1734 -0.0398 -0.7877  0.06
H -3.0372 -0.2087 0.9322  0.07
H -2.3072 1.2173 0.1508  0.06
H 0.0947 0.7907 0.6436  0.12
H 3.2064 -0.8972 0.5242  0.12
H 3.0517 0.8983 0.0973  0.12

Atoms 1-6, force components in eV/Å:
0.063 -0.023 -0.060
0.287 0.371 -0.269
-0.024 0.225 -0.086
0.158 0.076 -0.166
0.156 0.075 0.140
-0.227 -0.559 -0.038

=====

Entry 4:
Below is the ion C8H14N with charge +1 in a non-equilibrium geometry, with properties calculated with wB97M-V/def2-TZVPD.

For the total energy, the calculation gives -367.5247 Eh. For the strongest force on any atom, the calculation gives 4.291 eV/A. As for the energy relative to the best compared isomer or geometry (same formula, charge and spin): 97.38 kcal/mol. Its charge is +1. Its HOMO-LUMO gap is 7.4 eV.

Each line ends with the Löwdin charge.
Positions of all 23 atoms, in Å:
C 0.2099 -1.9965 -0.4027  -0.01
C 0.2248 -0.5982 0.3200  -0.24
C -2.0989 0.6649 0.0890  -0.02
C -1.0625 -0.0380 0.1730  0.09
C 1.4967 1.6391 0.5376  -0.04
C 1.6536 1.2383 -0.9608  -0.01
C 1.7053 0.2009 0.1637  -0.45
C -3.6670 0.4262 0.1739  -0.01
N 2.8061 -0.5008 0.5827  0.14
H -0.4835 -2.7674 0.1434  0.14
H -0.0118 -1.8063 -1.3957  0.06
H 0.1694 -0.8449 1.4627  0.20
H -1.7372 1.7015 -0.3750  0.22
H 2.2895 2.1120 0.9514  0.07
H 0.6474 2.0048 1.0241  0.09
H 0.6846 1.2033 -1.5789  0.12
H 2.5809 1.2851 -1.6036  0.13
H -4.1920 0.7213 -0.7078  0.08
H -4.1008 -0.6134 0.3850  0.13
H -3.9818 1.0465 0.8832  0.02
H 3.3070 -0.1603 1.4239  0.14
H 3.0880 -1.3745 0.2703  0.07
H 1.2842 -2.2193 -0.2784  0.07

Atoms 1-6, force components in eV/Å:
0.667 -0.150 3.106
-1.128 -2.092 2.707
-2.571 1.154 -1.618
2.343 0.819 -0.106
0.651 -1.807 -2.556
-1.459 -1.061 -0.788